Here is a structure of composition C40H46LuN3O6SSb from the Open Molecules 2025 dataset. Energies are from ωB97M-V/def2-TZVPD.

Values from the calculation:
highest occupied orbital energy: -14.73 eV
HOMO-LUMO gap: 7.608 eV
E_LUMO: -7.12 eV
molar mass: 993.6 g/mol

The geometry in ORCA input format:
```
! wB97M-V def2-TZVPD RIJCOSX def2/J DEFGRID3
* xyz 3 1
Lu 1.070 1.460 1.128
C 1.250 -1.154 3.101
C -0.170 -1.138 2.582
O -0.612 0.224 2.450
C -1.153 0.784 3.663
C -0.980 2.275 3.543
O 0.396 2.517 3.182
C 1.288 2.920 4.239
C 2.674 2.456 3.827
O 2.844 2.615 2.412
C 3.161 3.948 1.964
C 1.923 4.626 1.408
O 1.231 3.758 0.484
C 1.629 3.856 -0.899
C 2.857 2.986 -1.194
O 2.851 1.922 -0.222
C 3.472 0.663 -0.546
C 2.927 -1.016 1.180
O 2.093 -0.374 2.221
H 1.614 -2.173 3.212
H 1.320 -0.672 4.079
H -0.838 -1.701 3.239
H -0.225 -1.569 1.577
H -0.608 0.395 4.528
H -2.208 0.510 3.747
H -1.234 2.790 4.471
H -1.597 2.681 2.737
H 0.999 2.444 5.179
H 1.219 4.004 4.364
H 2.803 1.390 4.016
H 3.449 2.999 4.370
H 3.944 3.845 1.213
H 3.564 4.536 2.791
H 2.191 5.557 0.904
H 1.200 4.855 2.190
H 1.826 4.897 -1.160
H 0.766 3.508 -1.467
H 3.799 3.533 -1.111
H 2.777 2.567 -2.199
H 4.448 0.626 -0.056
H 3.590 0.591 -1.627
H 3.955 -0.766 1.453
H 1.678 -2.716 0.953
S -0.519 1.135 -0.850
Sb -2.602 0.063 -0.847
C -2.512 -2.025 -0.955
C -3.725 -2.704 -1.055
C -3.727 -4.090 -1.073
C -2.531 -4.789 -0.981
C -1.328 -4.104 -0.879
C -1.310 -2.716 -0.866
C -3.603 0.454 0.954
C -3.880 -0.593 1.828
C -4.620 -0.341 2.978
C -5.079 0.942 3.243
C -4.797 1.984 2.367
C -4.061 1.743 1.216
C -3.624 0.933 -2.449
C -4.920 0.509 -2.736
C -5.593 1.078 -3.805
C -4.978 2.058 -4.572
C -3.691 2.480 -4.274
C -3.003 1.919 -3.207
H -4.669 -2.177 -1.114
H -4.663 -4.624 -1.158
H -2.538 -5.869 -0.998
H -0.399 -4.656 -0.820
H -0.366 -2.181 -0.826
H -3.551 -1.602 1.610
H -4.862 -1.153 3.651
H -5.677 1.127 4.125
H -5.178 2.977 2.566
H -3.874 2.552 0.518
H -5.421 -0.240 -2.138
H -6.598 0.757 -4.037
H -5.508 2.497 -5.406
H -3.220 3.247 -4.873
H -1.997 2.245 -2.979
N 3.588 -5.146 -7.424
C 3.479 -4.679 -6.383
C 3.332 -4.094 -5.078
C 2.925 -4.886 -4.008
C 2.770 -4.320 -2.755
C 3.026 -2.970 -2.590
C 3.435 -2.170 -3.645
C 3.592 -2.736 -4.897
N 2.868 -2.383 -1.275
C 3.369 -2.978 -0.213
C 2.761 -2.518 1.059
N 2.554 -0.367 -0.066
C 2.088 -1.278 -1.108
H 2.725 -5.937 -4.163
H 2.443 -4.922 -1.918
H 3.651 -1.122 -3.492
H 3.923 -2.137 -5.733
H 4.052 -3.802 -0.322
H 3.171 -3.041 1.920
H 1.689 -0.813 -1.994
*
```